*P*
10
Properties=species:S:1:pos:R:3 method="wB97M-V/def2-TZVPD" gap_ha="0.3114 / 0.3077" spin_multiplicity=1
C 0.50850 0.91280 -0.44735
C 0.25112 -2.40861 0.79982
C -0.40607 0.03452 -0.18466
O -0.66049 -2.76732 1.47410
O 0.37312 2.11987 -1.01734
O -1.74123 0.10627 0.09555
H 1.58808 0.54599 -0.32593
H 1.31240 -2.78194 0.75142
H -0.48445 2.50842 -0.70398
H -2.25966 -0.69857 -0.12887



*Q*
10
Properties=species:S:1:pos:R:3 method="wB97M-V/def2-TZVPD" gap_ha=0.3394 spin_multiplicity=1 smiles="O=CC(=O)CO"
O -1.69803 -1.54647 -0.18380
C -1.65442 -0.34299 -0.25031
C -0.36548 0.44242 -0.02074
O -0.37970 1.64376 -0.18665
C 0.90283 -0.29679 0.35609
O 1.99175 0.20099 -0.37501
H -2.52288 0.29098 -0.51305
H 0.80109 -1.36443 0.15175
H 1.04129 -0.17088 1.44415
H 1.90940 1.16612 -0.38266



*R*
10
Properties=species:S:1:pos:R:3 method="wB97M-V/def2-TZVPD" gap_ha="0.2871 / 0.2871" spin_multiplicity=1
C -1.44805 0.00380 1.14683
C 1.31023 -0.18666 -0.74712
C 0.34682 -1.03626 -0.07207
O -0.30722 -0.52954 1.08247
O -0.02073 -0.33237 -1.26144
O -2.16036 0.60613 0.21346
H -1.87496 -0.08071 2.06422
H 1.52955 0.90992 -0.42572
H 2.18692 -0.59836 -1.20960
H -1.47401 0.52296 -0.53616



*S*
10
Properties=species:S:1:pos:R:3 method="wB97M-V/def2-TZVPD" gap_ha="0.2780 / 0.3089" spin_multiplicity=1
O 0.32117 -1.06663 -1.72362
C 0.33303 -0.05451 -0.81730
C 0.60588 -0.48204 0.58896
O 1.48708 0.06810 1.19847
C -1.08703 1.28888 0.40000
O -1.21046 0.49543 1.29424
H 0.26369 -1.94823 -1.31285
H 0.80320 0.81513 -1.23495
H 0.08155 -1.39699 0.94694
H -1.59811 2.28085 0.66010



Relative energy table, unit hartree: *P* 0.1603; *Q* 0.0000; *R* 0.1457; *S* 0.1419